Molecular formula: C34H81N3O13S4
Method: DFT, ωB97M-V/def2-TZVPD

LUMO level: 0.0019 Eh
Structure (SMILES): O=S1(=O)CCCC1.O=S1(=O)CCCC1.O=S1(=O)CCCC1.O=S1(=O)CCCC1.COC[C@H](C)N.COC[C@H](C)N.COC[C@H](C)N.CC(C)O.CC(C)O
Gap between HOMO and LUMO: 8.81 eV
E_tot: -110995.3685 eV
Multiplicity: 1

The geometry in XYZ format:
```
135
Properties=species:S:1:pos:R:3:forces:R:3
S 32.162 14.814 16.117 -0.6 -0.8 -0.3
S 30.055 18.644 18.132 0.5 1.0 1.0
S 33.447 15.300 22.034 0.1 -0.3 -1.3
S 34.404 17.137 11.702 -0.2 -0.2 0.2
O 25.772 16.119 18.085 0.1 -0.5 -0.1
O 34.790 14.723 22.055 -0.9 0.5 0.4
O 32.958 13.782 15.476 0.2 0.9 0.1
O 33.176 16.466 12.123 1.0 0.3 -0.3
O 29.004 18.556 17.143 0.4 -0.1 0.3
O 36.248 13.452 14.279 0.4 0.1 0.2
O 32.383 14.684 22.798 0.4 0.4 -0.1
O 35.697 16.481 11.741 -1.0 0.0 -0.3
O 32.749 15.842 16.965 0.1 -0.5 -0.3
O 28.196 10.193 13.236 1.0 -0.7 -0.4
O 26.864 18.036 12.451 -0.2 0.4 1.0
O 33.420 12.095 20.904 0.2 0.1 -0.8
O 30.362 17.517 18.988 -0.1 -0.1 -0.4
N 35.750 15.977 15.324 0.0 -0.3 0.2
N 25.995 14.498 12.979 -0.7 -0.2 0.2
N 24.816 12.724 17.024 0.1 0.7 0.4
C 26.431 16.899 13.173 -0.4 -0.5 0.0
C 27.468 10.859 15.417 1.4 0.0 0.1
C 23.354 14.699 16.954 0.6 1.2 -0.6
C 28.223 18.306 12.696 1.1 -1.5 -0.9
C 32.133 20.408 18.239 0.6 0.4 -0.3
C 33.590 19.302 10.464 -1.0 0.8 -0.6
C 28.576 10.997 14.354 -1.5 0.2 -0.2
C 36.012 12.122 13.883 0.0 0.0 0.8
C 33.592 16.823 19.848 1.2 -0.5 1.0
C 36.691 15.313 17.476 -0.2 -0.2 -0.6
C 33.556 17.127 22.335 0.4 -0.6 -1.1
C 31.293 11.270 20.253 0.5 -1.4 -1.5
C 34.117 17.942 10.093 1.6 -0.1 0.0
C 29.767 14.847 14.956 -0.3 1.3 1.5
C 29.936 10.609 14.843 1.0 -0.8 0.2
C 29.593 14.679 16.480 0.0 -1.7 0.5
C 34.564 18.678 12.618 -0.7 0.8 0.2
C 32.604 10.930 20.961 -0.4 1.1 2.1
C 34.461 19.821 11.588 1.1 0.7 0.4
C 26.881 16.581 18.818 -0.5 1.2 0.4
C 31.073 15.652 14.882 0.3 -1.2 0.0
C 33.057 15.461 20.224 -1.4 0.0 0.2
C 25.596 14.719 18.183 0.3 0.2 0.0
C 36.384 13.642 15.674 -0.1 -1.0 0.2
C 31.598 19.269 17.378 0.1 -0.6 0.5
C 25.134 15.951 11.159 -0.5 0.1 -0.1
C 26.224 15.741 12.208 0.1 -1.5 0.2
C 24.806 14.221 17.005 -0.7 -1.2 -0.6
C 31.116 20.861 19.329 1.8 -0.1 0.1
C 32.364 10.627 22.464 -0.5 0.1 -0.5
C 33.125 17.713 21.003 -0.8 1.6 -1.0
C 30.856 13.912 16.974 -1.1 1.2 -0.4
C 29.817 20.079 19.270 0.1 1.1 -1.3
C 36.745 15.093 15.960 -0.2 -0.8 0.3
H 29.420 15.617 17.006 0.2 0.2 -0.2
H 27.131 15.411 11.689 0.3 1.1 -0.1
H 23.307 15.789 16.843 0.1 0.0 0.7
H 37.774 15.204 15.608 -0.2 0.6 -0.3
H 35.394 20.227 11.177 0.4 -1.0 -0.1
H 33.106 20.174 18.680 -0.3 -0.7 0.3
H 33.458 18.752 20.877 0.7 -0.2 0.2
H 33.234 17.137 18.875 0.1 0.0 0.0
H 31.748 11.403 22.924 -0.2 0.0 -0.3
H 22.812 14.356 17.833 -0.2 0.0 -0.1
H 31.000 21.932 19.168 -0.5 0.0 0.3
H 24.111 15.807 11.529 0.2 0.2 0.6
H 30.899 12.275 20.372 0.1 0.0 0.6
H 31.621 20.750 20.290 -0.2 0.0 0.1
H 32.493 21.220 17.601 -0.8 0.2 -0.1
H 32.533 19.277 10.745 0.1 -0.1 0.1
H 35.462 15.533 14.451 0.4 0.2 -0.2
H 25.204 15.165 10.403 0.3 0.2 -0.2
H 28.898 15.446 14.682 0.2 0.0 -0.7
H 28.835 17.451 12.344 -0.2 0.0 -0.2
H 34.156 20.766 12.047 -0.9 -0.4 0.2
H 34.684 16.728 19.891 0.0 0.5 -0.5
H 25.488 17.036 13.720 -0.3 0.6 -0.5
H 37.389 14.669 18.009 0.1 0.1 0.0
H 35.676 15.030 17.770 0.0 0.2 0.4
H 33.663 17.342 9.310 -0.7 -0.1 0.5
H 28.554 18.345 13.739 -0.6 0.8 0.2
H 25.086 14.527 13.447 0.2 0.2 0.1
H 30.754 10.957 14.209 -0.2 0.1 -0.2
H 35.030 11.778 14.227 -0.3 0.2 -0.5
H 26.575 14.231 18.188 0.0 -0.1 0.0
H 35.400 18.621 13.310 0.3 0.0 -0.4
H 25.083 14.462 19.120 0.0 0.0 0.1
H 28.646 12.033 13.994 -0.2 0.1 0.3
H 27.218 9.810 15.575 0.0 -0.1 -0.3
H 35.478 13.310 16.197 -0.5 0.5 -0.1
H 24.092 12.429 16.379 0.0 -0.2 0.0
H 31.991 15.576 19.987 -0.2 -0.5 0.8
H 34.936 15.803 15.914 -0.2 0.5 -0.1
H 34.628 17.318 22.381 0.0 -0.1 0.6
H 29.754 13.896 14.432 0.2 0.0 -0.1
H 30.547 10.488 20.414 -0.2 0.3 0.5
H 30.982 13.876 18.053 0.2 0.2 0.0
H 33.662 19.988 9.616 -0.1 -0.1 -0.1
H 29.441 19.815 20.251 -0.2 -0.4 -0.2
H 33.273 10.636 23.069 0.2 -0.4 -0.3
H 30.736 12.917 16.553 0.7 -0.1 0.0
H 27.381 10.483 12.827 -0.1 0.4 0.2
H 32.055 17.917 20.869 -0.2 -0.8 0.5
H 28.757 14.016 16.721 -0.2 0.2 -0.1
H 22.880 14.413 16.011 -0.1 -0.7 0.2
H 33.000 17.489 23.192 0.0 -0.3 0.2
H 36.164 12.125 12.810 -0.3 -0.4 -0.1
H 32.321 18.457 17.444 -0.3 -0.3 -0.4
H 35.129 18.110 9.705 0.1 -0.1 0.2
H 33.105 10.069 20.513 0.0 0.0 -0.3
H 31.481 11.131 19.179 0.0 0.4 -0.1
H 31.371 19.509 16.343 0.0 0.1 0.0
H 37.116 12.933 16.093 0.5 0.2 -0.2
H 27.077 16.663 14.024 0.5 -0.2 -0.4
H 36.871 16.362 17.703 0.0 0.0 0.1
H 26.810 17.665 18.714 0.3 0.0 0.0
H 27.921 11.174 16.361 -0.7 0.5 0.1
H 29.199 20.813 18.750 -0.9 -0.7 0.1
H 33.999 12.126 21.670 0.1 0.0 0.0
H 30.932 16.667 15.246 0.0 0.1 -0.1
H 33.672 18.810 13.234 -0.1 -0.5 0.0
H 30.154 10.985 15.845 -0.3 0.2 0.0
H 24.482 12.446 17.945 0.0 -0.2 -0.1
H 33.366 14.557 19.704 0.6 0.1 0.2
H 31.830 9.677 22.532 0.2 -0.1 0.3
H 25.325 14.488 16.081 0.0 0.3 0.1
H 31.597 15.594 13.929 0.1 0.3 0.0
H 27.866 16.276 18.464 -0.2 -0.4 -0.2
H 25.142 16.941 10.700 0.3 -0.1 -0.1
H 25.850 13.766 12.286 0.2 -0.1 0.1
H 26.784 16.386 19.892 0.0 -0.4 0.0
H 30.075 9.526 14.917 -0.3 0.0 -0.1
H 26.584 11.417 15.122 -0.1 0.1 0.4
H 28.550 19.121 12.055 -0.2 0.4 0.4
H 36.676 11.401 14.380 0.5 0.2 -0.2
```
Forces are in eV/Å.

Löwdin atomic charge list, values in e, 99 entries: 0.705, 0.685, 0.714, 0.692, -0.172, -0.342, -0.320, -0.343, -0.331, -0.193, -0.339, -0.321, -0.340, -0.056, -0.167, -0.074, -0.327, 0.067, 0.022, 0.034, -0.206, -0.049, -0.064, -0.115, -0.202, -0.249, -0.491, -0.105, -0.230, -0.060, -0.187, -0.055, -0.222, -0.180, -0.058, -0.208, -0.212, -0.461, -0.229, -0.113, -0.175, -0.218, -0.221, -0.235, -0.202, -0.062, -0.429, -0.426, -0.212, -0.056, -0.253, -0.190, -0.197, -0.419, 0.085, 0.138, 0.077, 0.136, 0.117, 0.103, 0.107, 0.072, 0.081, 0.081, 0.108, 0.076, 0.078, 0.102, 0.109, 0.119, 0.054, 0.074, 0.096, 0.087, 0.113, 0.119, 0.132, 0.080, 0.068, 0.111, 0.081, 0.061, 0.086, 0.084, 0.118, 0.102, 0.133, 0.116, 0.082, 0.114, 0.063, 0.095, 0.027, 0.100, 0.103, 0.078, 0.096, 0.119, 0.106